{"formula": "C45H41F6NO5P2PdS2", "method": "ωB97M-V with the def2-TZVPD basis set", "energy_ha": -4376.564784, "homo_energy_ev": -0.46, "homo_lumo_gap_ha": 0.170, "max_force_ev_per_a": 0.7, "e_above_lowest_kj_mol": 0.0, "charge": -2, "elements": ["Pd", "C", "C", "C", "C", "C", "C", "C", "C", "P", "C", "C", "C", "C", "C", "C", "C", "C", "C", "C", "C", "C", "C", "O", "C", "C", "C", "C", "C", "C", "P", "C", "C", "C", "C", "C", "C", "C", "C", "C", "C", "C", "C", "H", "H", "H", "H", "H", "H", "H", "H", "H", "H", "H", "H", "H", "H", "H", "H", "H", "H", "H", "H", "H", "H", "H", "H", "H", "H", "H", "H", "H", "H", "H", "H", "F", "C", "F", "F", "S", "O", "O", "N", "S", "O", "O", "C", "F", "F", "F", "C", "C", "C", "C", "H", "H", "H", "H", "H", "H", "H", "H", "H"], "positions_angstrom": [[-0.521, 1.776, -0.039], [-1.200, -5.085, 2.613], [-0.226, -4.084, 1.996], [1.178, -4.722, 1.930], [-0.138, -2.807, 2.813], [-0.443, -2.707, 4.168], [-0.308, -1.496, 4.827], [0.091, -0.359, 4.136], [0.382, -0.407, 2.778], [0.567, 1.088, 1.654], [2.383, 0.882, 1.252], [3.236, -0.070, 1.808], [4.571, -0.151, 1.426], [5.084, 0.736, 0.486], [4.245, 1.691, -0.076], [2.910, 1.753, 0.295], [0.713, 2.345, 3.012], [-0.474, 2.960, 3.413], [-0.482, 3.905, 4.428], [0.705, 4.273, 5.051], [1.895, 3.682, 4.650], [1.898, 2.722, 3.644], [0.295, -1.658, 2.173], [0.671, -1.722, 0.846], [-0.080, -2.535, 0.045], [-0.241, -2.149, -1.279], [-1.058, -2.946, -2.075], [-1.673, -4.075, -1.563], [-1.451, -4.454, -0.245], [-0.632, -3.698, 0.580], [0.645, -0.626, -1.851], [2.021, -1.508, -2.732], [3.287, -1.275, -2.195], [4.410, -1.914, -2.709], [4.280, -2.790, -3.777], [3.022, -3.030, -4.321], [1.904, -2.398, -3.799], [-0.492, -0.190, -3.219], [-1.811, 0.094, -2.862], [-2.710, 0.569, -3.802], [-2.303, 0.779, -5.115], [-0.988, 0.519, -5.474], [-0.087, 0.043, -4.529], [-0.874, -5.368, 3.615], [-1.236, -6.000, 2.019], [-2.206, -4.667, 2.678], [1.520, -4.982, 2.936], [1.895, -4.026, 1.492], [1.156, -5.626, 1.315], [-0.805, -3.571, 4.711], [-0.552, -1.426, 5.881], [0.138, 0.587, 4.662], [2.859, -0.763, 2.551], [5.209, -0.910, 1.865], [6.123, 0.674, 0.183], [4.624, 2.376, -0.826], [2.232, 2.472, -0.169], [-1.398, 2.706, 2.902], [-1.418, 4.369, 4.718], [0.703, 5.023, 5.834], [2.829, 3.967, 5.123], [2.836, 2.268, 3.351], [-1.243, -2.651, -3.102], [-2.330, -4.666, -2.189], [-1.930, -5.347, 0.136], [3.387, -0.583, -1.366], [5.384, -1.721, -2.273], [5.152, -3.287, -4.186], [2.914, -3.717, -5.152], [0.927, -2.605, -4.222], [-2.138, -0.027, -1.831], [-3.718, 0.812, -3.487], [-3.001, 1.167, -5.848], [-0.651, 0.703, -6.489], [0.944, -0.123, -4.818], [-5.073, -2.413, 1.413], [-5.056, -1.075, 1.290], [-5.907, -0.583, 2.199], [-5.521, -0.780, 0.077], [-3.333, -0.438, 1.526], [-2.682, -0.849, 0.327], [-2.945, -1.030, 2.772], [-3.516, 1.095, 1.745], [-3.581, 2.250, 0.681], [-2.910, 3.421, 1.149], [-3.507, 1.852, -0.695], [-5.352, 2.771, 0.874], [-6.214, 1.810, 0.530], [-5.632, 3.137, 2.133], [-5.599, 3.831, 0.087], [0.322, 5.152, -3.081], [0.614, 3.933, -2.191], [1.523, 2.974, -2.955], [-0.656, 3.239, -1.689], [1.238, 5.657, -3.423], [-0.292, 5.881, -2.545], [-0.242, 4.833, -3.965], [1.181, 4.303, -1.320], [1.023, 2.634, -3.867], [1.742, 2.089, -2.351], [2.473, 3.444, -3.245], [-1.181, 2.828, -2.568], [-1.324, 4.016, -1.286]]}

***

{"formula": "C36H59N12O5P2", "method": "ωB97M-V with the def2-TZVPD basis set", "energy_ha": -3122.714336, "homo_energy_ev": -11.80, "homo_lumo_gap_ha": 0.318, "max_force_ev_per_a": 1.7, "charge": 1, "elements": ["C", "C", "N", "N", "C", "C", "C", "C", "C", "C", "O", "C", "C", "O", "C", "N", "P", "O", "C", "P", "N", "C", "O", "C", "O", "C", "C", "C", "C", "C", "C", "H", "H", "H", "H", "H", "H", "H", "H", "H", "H", "H", "H", "H", "H", "H", "H", "H", "H", "H", "H", "H", "H", "H", "H", "H", "H", "H", "H", "H", "H", "H", "H", "H", "H", "H", "C", "C", "N", "H", "H", "H", "C", "C", "N", "H", "H", "H", "C", "C", "N", "H", "H", "H", "C", "C", "N", "H", "H", "H", "C", "C", "N", "H", "H", "H", "C", "C", "N", "H", "H", "H", "C", "C", "N", "H", "H", "H", "C", "C", "N", "H", "H", "H"], "positions_angstrom": [[-0.768, 4.223, -1.062], [-0.818, 2.981, -1.945], [-1.606, 1.986, -1.238], [-1.855, 0.781, -1.947], [-0.800, -0.204, -1.665], [0.424, -0.033, -2.579], [1.716, -0.279, -1.799], [2.942, -0.584, -2.682], [3.476, -2.001, -2.486], [4.603, -2.111, -1.472], [5.455, -0.954, -1.499], [6.024, -0.672, -0.314], [7.511, -0.681, -0.309], [5.359, -0.408, 0.643], [-1.200, -1.683, -1.762], [-2.594, -2.021, -1.309], [-2.671, -3.522, -0.292], [-1.344, -3.939, 0.150], [-3.313, -0.853, -0.658], [-2.755, -0.479, 1.083], [-3.751, -0.947, 2.201], [-3.219, 0.288, -1.676], [-4.091, 1.301, -1.253], [-5.278, 1.300, -1.989], [-5.414, 1.975, -2.939], [-6.310, 0.368, -1.459], [-7.037, 0.703, -0.319], [-7.978, -0.202, 0.174], [-8.173, -1.423, -0.471], [-7.459, -1.750, -1.619], [-6.520, -0.847, -2.121], [-1.731, 4.376, -0.598], [-0.431, 5.096, -1.603], [-0.069, 4.033, -0.251], [-1.306, 3.215, -2.883], [0.215, 2.678, -2.108], [-1.234, 1.803, -0.312], [-0.424, -0.036, -0.651], [0.413, 0.945, -3.038], [0.390, -0.754, -3.394], [1.552, -1.137, -1.149], [1.906, 0.579, -1.159], [3.700, 0.161, -2.484], [2.667, -0.468, -3.727], [3.782, -2.437, -3.430], [2.670, -2.627, -2.109], [5.222, -2.975, -1.700], [4.207, -2.261, -0.472], [7.858, -0.935, -1.301], [7.895, -1.418, 0.384], [7.863, 0.307, -0.033], [-0.469, -2.266, -1.218], [-1.131, -1.999, -2.796], [-3.143, -2.206, -2.151], [-3.561, -3.207, 0.741], [-3.309, -4.420, -1.164], [-4.357, -1.140, -0.582], [-2.540, 0.907, 1.117], [-1.481, -1.066, 1.167], [-4.591, -1.373, 1.824], [-3.602, -0.110, -2.624], [-6.874, 1.645, 0.176], [-8.525, 0.044, 1.066], [-8.887, -2.122, -0.072], [-7.616, -2.679, -2.141], [-5.975, -1.060, -3.030], [-5.637, 4.826, -0.547], [-4.416, 5.502, -0.148], [-3.453, 6.039, 0.169], [-5.479, 3.756, -0.650], [-6.423, 4.982, 0.191], [-5.996, 5.205, -1.503], [0.389, -2.881, 4.282], [-0.177, -1.633, 3.795], [-0.635, -0.653, 3.411], [1.353, -2.711, 4.759], [-0.273, -3.340, 5.014], [0.530, -3.585, 3.462], [9.114, -5.052, 0.608], [8.329, -4.417, -0.438], [7.709, -3.915, -1.263], [10.164, -4.776, 0.519], [8.765, -4.745, 1.592], [9.037, -6.136, 0.541], [11.404, 0.119, 0.609], [11.896, -1.240, 0.767], [12.250, -2.324, 0.892], [11.015, 0.503, 1.551], [12.187, 0.797, 0.275], [10.599, 0.145, -0.124], [-12.452, -2.610, 1.706], [-11.171, -1.989, 2.003], [-10.165, -1.490, 2.239], [-12.330, -3.678, 1.534], [-13.143, -2.474, 2.536], [-12.895, -2.167, 0.816], [-1.256, 8.649, 0.734], [-0.002, 8.130, 0.211], [0.984, 7.722, -0.211], [-1.181, 8.843, 1.803], [-1.528, 9.581, 0.241], [-2.048, 7.922, 0.568], [3.963, -2.203, 3.023], [3.721, -3.092, 4.147], [3.530, -3.795, 5.034], [4.975, -2.309, 2.639], [3.272, -2.419, 2.208], [3.825, -1.163, 3.312], [4.906, 2.605, 1.763], [4.984, 3.002, 3.158], [5.044, 3.316, 4.260], [3.876, 2.617, 1.411], [5.480, 3.282, 1.131], [5.295, 1.598, 1.621]]}

***

{"formula": "C21H30ClN3O2", "method": "ωB97M-V with the def2-TZVPD basis set", "energy_ha": -1593.223277, "homo_energy_ev": -8.65, "smiles": "Cc1ccc(CC(=O)NCC(C)(C)NC(=O)[C@H]2CCN3CC[C@H]2C3)c(Cl)c1", "homo_lumo_gap_ha": 0.337, "max_force_ev_per_a": 0.2, "e_above_lowest_kj_mol": 21.9, "elements": ["C", "C", "C", "C", "C", "C", "C", "O", "N", "C", "C", "C", "C", "N", "C", "O", "C", "C", "C", "N", "C", "C", "C", "C", "C", "Cl", "C", "H", "H", "H", "H", "H", "H", "H", "H", "H", "H", "H", "H", "H", "H", "H", "H", "H", "H", "H", "H", "H", "H", "H", "H", "H", "H", "H", "H", "H", "H"], "positions_angstrom": [[-2.264, 0.267, 3.933], [-1.928, 1.241, 2.837], [-0.736, 1.952, 2.838], [-0.435, 2.827, 1.807], [-1.307, 3.035, 0.746], [-0.948, 3.986, -0.358], [-0.364, 3.409, -1.639], [0.043, 4.160, -2.512], [-0.315, 2.066, -1.758], [0.167, 1.486, -2.991], [-0.235, 0.023, -3.174], [-1.749, -0.156, -3.131], [0.284, -0.419, -4.540], [0.437, -0.854, -2.196], [0.095, -1.059, -0.901], [-0.783, -0.419, -0.338], [0.831, -2.212, -0.208], [2.367, -2.160, -0.319], [3.009, -1.265, 0.745], [2.443, -1.445, 2.083], [2.453, -2.863, 2.473], [1.121, -3.487, 1.953], [0.415, -2.310, 1.257], [1.015, -1.127, 2.024], [-2.506, 2.330, 0.773], [-3.668, 2.546, -0.504], [-2.814, 1.446, 1.790], [-1.430, 0.148, 4.622], [-3.130, 0.605, 4.505], [-2.507, -0.713, 3.519], [-0.027, 1.811, 3.645], [0.506, 3.365, 1.821], [-1.825, 4.561, -0.664], [-0.214, 4.708, 0.000], [-0.653, 1.454, -1.025], [-0.237, 2.068, -3.823], [1.258, 1.572, -3.054], [-2.197, 0.408, -3.951], [-2.006, -1.210, -3.256], [-2.185, 0.191, -2.199], [-0.163, 0.185, -5.328], [1.369, -0.308, -4.607], [0.027, -1.464, -4.724], [1.189, -1.413, -2.560], [0.496, -3.113, -0.737], [2.753, -3.179, -0.219], [2.693, -1.835, -1.311], [4.081, -1.469, 0.788], [2.894, -0.212, 0.477], [3.338, -3.358, 2.071], [2.512, -2.934, 3.561], [1.283, -4.336, 1.287], [0.515, -3.837, 2.789], [-0.669, -2.356, 1.335], [0.608, -1.084, 3.039], [0.843, -0.162, 1.553], [-3.752, 0.906, 1.754]]}